Below is an isolated molecule of C3H9NOS, with properties calculated with wB97M-V/def2-TZVPD.

Structure (XYZ):
```
15
Properties=species:S:1:pos:R:3:forces:R:3
N -1.25533 -0.80656 -0.70923 0.6 0.5 0.4
C -0.22979 0.13174 -0.17282 -0.2 -1.1 -0.2
C -0.45160 0.39067 1.30190 -0.3 0.3 0.5
O -1.33315 1.52684 1.39420 0.2 -0.3 0.2
C 1.16938 -0.47796 -0.46090 -0.5 0.6 2.2
S 1.47765 -0.33033 -2.17906 0.8 0.0 -1.2
H -2.16514 -0.36389 -0.68170 -0.1 0.0 0.0
H -1.01193 -0.93679 -1.68275 -0.3 -0.2 -0.2
H -0.33548 1.11252 -0.64318 0.4 0.1 -0.1
H -0.89237 -0.47650 1.80433 -0.1 -0.1 -0.2
H 0.46829 0.61320 1.85309 0.2 0.1 -0.3
H -1.26128 1.86633 2.29122 -0.2 0.0 0.0
H 1.83687 0.08479 0.20282 0.3 0.2 -0.6
H 1.24963 -1.49643 -0.07994 -0.4 -0.2 -0.3
H 2.73425 -0.83761 -2.23796 -0.4 0.1 0.1
```
Forces are in eV/Å.

Output
- highest occupied orbital energy (eV) = -9.118
- charge = 0
- energy relative to the best compared isomer or geometry (same formula, charge and spin) (kJ/mol) = 92.8
- energy (Eh) = -647.86275
- 2S+1 = 1
- SMILES = N[C@@H](CO)CS
- lowest unoccupied orbital energy (eV) = 0.87
- HOMO-LUMO gap (eV) = 10.0